163
Properties=species:S:1:pos:R:3:mulliken_charge:R:1 method="wB97M-V/def2-TZVPD" homo_ev=-8.8 e_tot_ev=-85603.00851 smiles="C#CCc1cc(CCO)cc2c1C(=O)C(N(C(C)=O)C(C)=O)=C(CCOCC)C2=O.CC(C)O.CC(C)O.CC(C)O.CC(C)O.CC(C)O.CC(C)O.CC(C)O.CC(C)O.CC(C)O" largest_force_ev_per_a=9.59
C -3.71623 -3.79662 -3.19041 -0.139
C -3.10983 -4.87839 -2.48657 -0.399
C -1.91135 -5.91707 -1.96562 -0.378
C -0.96091 -5.27587 -0.79403 0.332
C -0.94062 -6.03581 0.68658 -0.705
C -0.01999 -5.53222 1.95335 0.436
C 0.05986 -6.29302 3.42487 -0.228
C 1.69057 -6.51759 3.71427 -0.159
O 2.43558 -6.88780 2.47512 -0.495
C 0.88082 -4.16907 1.71820 -0.555
C 0.86009 -3.42113 0.25927 -0.199
C -0.04293 -3.93409 -1.05174 0.249
C 0.06082 -3.11646 -2.49241 0.884
O -0.36290 -3.66367 -3.66509 -0.575
C 0.75546 -1.59656 -2.50019 -0.341
N 0.68116 -0.62596 -3.65794 1.223
C -0.70545 -0.51629 -4.25088 0.355
C -2.07412 -0.07066 -3.44985 -0.371
O -0.84122 -0.78372 -5.57551 -0.609
C 1.74345 -0.93850 -4.68846 0.445
C 2.53928 -2.38705 -4.71575 -0.888
O 2.09918 -0.01236 -5.58585 -0.550
C 1.56454 -1.13264 -1.30228 -0.070
C 2.30648 0.32894 -1.28195 -0.611
C 1.65722 1.42325 -0.24408 -0.208
O 2.53419 2.63793 -0.33513 -0.411
C 2.16082 3.62864 0.68608 0.059
C 3.02097 3.43955 2.09419 -0.627
C 1.78370 -2.08184 0.05509 0.268
O 2.73090 -1.73120 0.93996 -0.652
H -4.32243 -3.00093 -3.83368 0.336
H -1.26668 -6.35196 -2.84438 0.344
H -2.48108 -6.83264 -1.48450 0.291
H -1.61347 -6.99961 0.87905 -0.071
H -0.47488 -5.70828 4.28602 0.212
H -0.36766 -7.39422 3.28017 0.219
H 2.15037 -5.51592 4.15023 0.044
H 1.88881 -7.34756 4.51441 0.311
H 3.14444 -6.21081 2.26845 0.320
H 1.54666 -3.80613 2.63266 0.249
H -2.97054 0.05090 -4.22183 -0.027
H -2.34371 -0.89735 -2.66094 0.262
H -1.86400 0.98947 -2.94688 0.118
H 3.44427 -2.36138 -5.49359 0.332
H 1.87048 -3.29980 -5.01322 0.208
H 3.05559 -2.65425 -3.67278 0.221
H 3.41869 0.13091 -0.89608 0.330
H 2.42156 0.84613 -2.32578 0.010
H 1.70461 1.03884 0.86531 0.288
H 0.58118 1.80664 -0.56120 0.165
H 1.01757 3.54552 0.92295 0.011
H 2.38122 4.73277 0.29138 0.312
H 3.75240 2.52906 2.00873 -0.014
H 3.57717 4.44487 2.40780 0.278
H 2.23403 3.16130 2.92914 0.261
C -0.66816 -11.81435 0.49286 -1.321
C -0.20111 -10.37822 0.31723 0.330
C 0.85571 -10.00935 1.34616 -1.121
O -1.31557 -9.49970 0.44907 -0.504
H -1.12011 -11.96148 1.48027 0.347
H -1.43744 -12.06196 -0.24649 0.329
H 0.16395 -12.51651 0.38133 0.378
H 0.20458 -10.24387 -0.69145 0.282
H 0.45777 -10.09250 2.36382 0.275
H 1.17348 -8.96935 1.21554 0.212
H 1.73351 -10.65737 1.26023 0.420
H -1.68222 -9.61217 1.34180 0.345
C -3.60074 -0.22749 -7.71207 -1.059
C -4.87431 -1.05472 -7.64021 0.505
C -6.04402 -0.32855 -8.28525 -1.275
O -5.18294 -1.32901 -6.27612 -0.415
H -3.71956 0.72207 -7.17809 0.230
H -2.77025 -0.75722 -7.23310 0.113
H -3.32745 -0.01288 -8.74991 0.448
H -4.71717 -2.01655 -8.14047 0.350
H -6.24943 0.61741 -7.77159 0.262
H -6.95645 -0.93037 -8.21516 0.324
H -5.84400 -0.11698 -9.34028 0.402
H -5.32410 -0.48062 -5.82406 0.292
C 1.57028 3.84605 -6.27751 -1.310
C 0.58497 3.82098 -5.11994 0.416
C 1.29620 3.96188 -3.78356 -0.973
O -0.13904 2.59357 -5.14253 -0.426
H 2.28056 3.01464 -6.20564 0.290
H 1.04553 3.73130 -7.23208 0.320
H 2.13230 4.78499 -6.29727 0.414
H -0.14168 4.63231 -5.23748 0.314
H 1.99676 3.13457 -3.62329 0.186
H 0.57593 3.92974 -2.95906 0.040
H 1.84999 4.90429 -3.72852 0.470
H 0.49819 1.86748 -5.03877 0.234
C -7.69615 1.75823 -3.12796 -1.405
C -6.61868 0.68987 -3.03253 0.354
C -5.66862 0.96251 -1.87725 -1.151
O -5.88136 0.65252 -4.25162 -0.537
H -7.25458 2.74543 -3.30505 0.345
H -8.36518 1.55579 -3.97126 0.338
H -8.29169 1.80131 -2.21071 0.398
H -7.08514 -0.29263 -2.90142 0.292
H -5.15519 1.92149 -2.01001 0.270
H -4.89129 0.19244 -1.82836 0.219
H -6.20334 0.98172 -0.92249 0.445
H -5.46366 1.52088 -4.37626 0.274
C 7.02883 1.84373 2.63112 -1.037
C 6.60505 3.29226 2.44774 0.866
C 7.75022 4.14231 1.92084 -1.544
O 6.16342 3.81690 3.69712 -0.483
H 7.84546 1.76328 3.35745 0.356
H 6.19830 1.24640 3.02246 0.068
H 7.35933 1.40618 1.68392 0.395
H 5.75917 3.34321 1.75350 -0.043
H 8.59241 4.14332 2.62199 0.377
H 7.43430 5.18467 1.80551 0.361
H 8.10235 3.77370 0.95234 0.370
H 6.90810 3.77563 4.31985 0.343
C -1.80479 6.16759 -0.16816 -1.128
C -2.04882 4.66769 -0.12143 0.890
C -3.49654 4.35205 0.21932 -1.520
O -1.19458 4.08048 0.85667 -0.504
H -2.01077 6.62863 0.80442 -0.050
H -0.75602 6.37973 -0.40228 0.331
H -2.43617 6.64694 -0.92278 0.460
H -1.79313 4.22286 -1.08933 0.051
H -3.76247 4.74873 1.20563 0.345
H -3.65458 3.26906 0.26161 0.352
H -4.17865 4.77694 -0.52368 0.388
H -1.41452 4.46953 1.71941 0.305
C -0.11750 -2.74786 6.58825 -1.220
C 0.95997 -3.81622 6.68368 0.501
C 1.91003 -3.54359 7.83895 -1.213
O 1.69729 -3.85357 5.46458 -0.428
H 0.32407 -1.76067 6.41116 0.213
H -0.78653 -2.95030 5.74494 0.308
H -0.71304 -2.70478 7.50549 0.421
H 0.49351 -4.79872 6.81478 0.268
H 2.42347 -2.58460 7.70619 0.140
H 2.68736 -4.31365 7.88784 0.339
H 1.37531 -3.52437 8.79371 0.412
H 2.11499 -2.98521 5.33994 0.234
C 4.35955 0.68855 4.89914 -0.585
C 3.44599 1.10466 6.04094 0.428
C 3.88919 2.42412 6.65268 -1.246
O 3.45339 0.09269 7.04448 -0.519
H 5.38750 0.54680 5.25145 0.367
H 4.03584 -0.26876 4.47662 0.218
H 4.36350 1.43954 4.10299 -0.195
H 2.41749 1.19572 5.67493 0.219
H 4.90046 2.34389 7.06714 0.329
H 3.22995 2.70489 7.48105 0.346
H 3.87903 3.22716 5.90911 0.289
H 4.36274 0.00493 7.37528 0.343
C -3.58013 10.21073 2.19440 -1.435
C -2.50266 9.14237 2.28982 0.642
C -1.55260 9.41501 3.44510 -1.312
O -1.76534 9.10502 1.07073 -0.517
H -3.13856 11.19793 2.01730 0.346
H -4.24916 10.00829 1.35109 0.346
H -4.17567 10.25381 3.11164 0.370
H -2.96913 8.15987 2.42093 0.230
H -1.03917 10.37399 3.31234 0.328
H -0.77527 8.64494 3.49399 0.325
H -2.08733 9.43422 4.39986 0.375
H -1.34764 9.97338 0.94609 0.327